Entry w
Below is a single C22H29N3O5S molecule, with properties calculated with ωB97M-V/def2-TZVPD.

Last column: Mulliken charge in e.
Positions of all 60 atoms, in Å:
1 C -3.2943 -0.4378 -2.7012  -0.991
2 H -2.7523 -0.8286 -3.5584  0.410
3 H -4.1397 0.1452 -3.0579  0.281
4 H -2.6358 0.2185 -2.1384  0.109
5 C -3.7808 -1.5890 -1.8236  -0.669
6 N -4.5240 -1.0984 -0.6827  0.321
7 S -3.7577 -1.2956 0.7872  1.254
8 O -4.6913 -0.9438 1.8167  -0.740
9 O -3.0991 -2.5731 0.8731  -0.691
10 C -2.5050 -0.0330 0.6652  -0.642
11 C -2.8786 1.2979 0.6601  -0.787
12 C -1.9123 2.2753 0.5572  -0.742
13 C -0.5473 1.9605 0.4429  0.637
14 C -0.2028 0.5912 0.3726  -0.160
15 C -1.1798 -0.3827 0.5166  -0.096
16 H -0.9201 -1.4303 0.4947  0.490
17 N 1.1165 0.1548 0.1296  -0.049
18 C 1.8990 0.5758 -0.8906  0.002
19 O 1.6394 1.4796 -1.6516  -0.633
20 C 3.2213 -0.1904 -0.9969  -0.296
21 O 3.2665 -1.2372 -0.0582  -0.173
22 C 4.3820 -2.0341 -0.0094  0.605
23 C 4.3489 -3.0544 0.9400  -0.404
24 C 5.4207 -3.9125 1.0736  -0.479
25 C 6.5375 -3.7665 0.2655  -0.551
26 C 6.5689 -2.7551 -0.6755  -0.577
27 C 5.4989 -1.8859 -0.8201  -0.415
28 H 5.5507 -1.1060 -1.5633  0.376
29 H 7.4338 -2.6327 -1.3104  0.351
30 H 7.3758 -4.4378 0.3701  0.378
31 H 5.3844 -4.6993 1.8119  0.373
32 H 3.4724 -3.1556 1.5609  0.365
33 H 4.0357 0.5291 -0.8292  0.432
34 H 3.3049 -0.5685 -2.0248  0.394
35 H 1.3882 -0.7234 0.5553  0.251
36 N 0.4087 2.9467 0.3753  0.453
37 C 0.0526 4.2963 -0.0037  -0.844
38 H -0.7576 4.2695 -0.7316  0.477
39 C 1.2771 4.9465 -0.6584  -0.764
40 H 1.0707 5.9879 -0.9105  0.383
41 O 2.3820 4.9606 0.2152  -0.428
42 C 2.7353 3.6434 0.5631  -0.599
43 H 3.5886 3.7189 1.2396  0.353
44 C 1.5665 2.9282 1.2468  -0.713
45 H 1.8441 1.9068 1.4983  0.430
46 H 1.3275 3.4664 2.1790  0.434
47 H 3.0223 3.0889 -0.3412  0.325
48 H 1.5276 4.3825 -1.5679  0.343
49 H -0.2505 4.8941 0.8705  0.363
50 H -2.2114 3.3098 0.6022  0.520
51 H -3.9211 1.5484 0.7679  0.476
52 C -5.9662 -1.2143 -0.6852  -0.669
53 C -6.4586 -2.6422 -0.4632  -1.022
54 H -7.5451 -2.6624 -0.4336  0.402
55 H -6.1187 -3.3031 -1.2576  0.279
56 H -6.0692 -3.0084 0.4834  0.304
57 H -6.3198 -0.5814 0.1303  0.377
58 H -6.3367 -0.8138 -1.6333  0.390
59 H -2.9298 -2.1600 -1.4443  0.390
60 H -4.4037 -2.2665 -2.4148  0.404

The multiplicity is 1. Its SMILES is CCN(CC)S(=O)(=O)c1ccc(N2CCOCC2)c(NC(=O)COc2ccccc2)c1. The value obtained for the lowest unoccupied orbital energy is 0.56 eV. The molar mass is 447.56 g mol⁻¹. For the HOMO energy, the calculation gives -0.2952 Ha.


Entry x
Below is a single C22H29N3O5S molecule, with properties calculated with ωB97M-V/def2-TZVPD.

Last column: Mulliken charge in e.
Positions of all 60 atoms, in Å:
1 C -0.4010 -4.0558 2.2741  -0.588
2 O -0.2570 -3.6703 0.9255  -0.512
3 C -0.6879 -2.3636 0.6316  -0.098
4 C -2.2142 -2.1729 0.6821  -0.737
5 H -2.6916 -3.1500 0.5912  0.536
6 H -2.5340 -1.5690 -0.1668  0.374
7 C -2.6959 -1.5042 1.9755  -0.936
8 N -2.1485 -0.1835 2.1676  0.224
9 S -0.9641 0.1179 3.2747  1.430
10 O -0.6214 -1.1163 3.9137  -0.723
11 O 0.0898 0.8687 2.6364  -0.851
12 C -1.7785 1.1921 4.4492  0.069
13 C -2.7381 0.6428 5.2775  -0.502
14 C -3.4049 1.4609 6.1736  -0.683
15 C -3.1074 2.8146 6.2255  -0.394
16 C -2.1418 3.3539 5.3907  -0.680
17 C -1.4703 2.5374 4.4944  -0.162
18 H -0.7035 2.9213 3.8397  0.471
19 H -1.9102 4.4070 5.4378  0.402
20 H -3.6288 3.4514 6.9242  0.388
21 H -4.1535 1.0452 6.8306  0.404
22 H -2.9382 -0.4152 5.2177  0.412
23 C -2.6142 0.9166 1.3617  -0.977
24 H -2.3082 1.8415 1.8576  0.459
25 H -3.7077 0.8944 1.2971  0.302
26 C -2.0505 0.9098 -0.0741  0.470
27 O -2.7868 0.9358 -1.0401  -0.674
28 N -0.7058 0.8757 -0.0855  0.167
29 C 0.1613 0.7419 -1.1775  0.482
30 C 1.5232 0.6228 -0.9071  -0.739
31 C 2.4319 0.4783 -1.9306  -0.727
32 C 2.0158 0.4351 -3.2665  0.564
33 C 0.6490 0.5579 -3.5231  -0.474
34 C -0.2656 0.7137 -2.4987  -0.675
35 H -1.3156 0.8021 -2.7221  0.528
36 H 0.2777 0.5180 -4.5347  0.402
37 N 2.9686 0.3441 -4.2786  0.169
38 C 2.5824 0.5757 -5.6542  -0.758
39 H 1.8778 1.4065 -5.7003  0.475
40 C 3.8359 0.9549 -6.4514  -0.784
41 O 4.8318 -0.0366 -6.3723  -0.377
42 C 5.1945 -0.2635 -5.0302  -0.666
43 C 3.9832 -0.6903 -4.1999  -0.515
44 H 4.2810 -0.8536 -3.1662  0.393
45 H 3.5939 -1.6386 -4.6072  0.229
46 H 5.9506 -1.0502 -5.0454  0.351
47 H 5.6263 0.6533 -4.6001  0.353
48 H 3.5972 1.0651 -7.5105  0.363
49 H 4.2292 1.9077 -6.0643  0.364
50 H 2.1244 -0.3192 -6.1065  0.379
51 H 3.4825 0.4142 -1.6924  0.401
52 H 1.8612 0.6523 0.1189  0.475
53 H -0.2408 0.8887 0.8214  0.116
54 H -2.3776 -2.0837 2.8424  0.523
55 H -3.7909 -1.4364 1.9696  0.358
56 H -0.3217 -2.1785 -0.3814  0.215
57 H -0.2070 -1.6474 1.3152  0.250
58 H -0.0615 -3.2678 2.9535  0.201
59 H -1.4409 -4.3090 2.5127  0.237
60 H 0.2160 -4.9440 2.4042  0.291

The multiplicity is 1. Its SMILES is COCCCN(CC(=O)Nc1ccc(N2CCOCC2)cc1)S(=O)(=O)c1ccccc1. The value obtained for the lowest unoccupied orbital energy is 0.36 eV. The molar mass is 447.56 g mol⁻¹. For the HOMO energy, the calculation gives -0.2732 Ha.


Short version: entry w is the most stable of them.